No. 1
{
  "formula": "C29H31Ge2IrN3O",
  "method": "wB97M-V/def2-TZVPD",
  "species": ["Ir", "C", "C", "N", "N", "C", "O", "C", "C", "C", "C", "C", "C", "C", "C", "C", "C", "C", "N", "H", "H", "H", "H", "H", "H", "H", "H", "H", "H", "H", "H", "C", "Ge", "C", "C", "Ge", "C", "C", "C", "C", "C", "C", "C", "C", "C", "C", "C", "C", "H", "H", "H", "H", "H", "H", "H", "H", "H", "H", "H", "H", "H", "H", "H", "H", "H", "H", "H"],
  "positions_angstrom": [[-0.9726, -0.0808, 0.5056], [3.2329, -1.2947, -0.4193], [1.7736, -1.1900, -0.2005], [1.1166, -0.0246, -0.1121], [1.6941, 1.0941, -0.3954], [0.7375, 2.1312, -0.3524], [-0.4829, 1.8560, -0.2510], [1.2361, 3.4768, -0.4502], [2.6029, 3.7225, -0.6578], [3.0566, 5.0243, -0.7228], [2.1592, 6.0780, -0.5818], [0.8008, 5.8397, -0.3779], [0.3356, 4.5446, -0.3142], [0.8882, -2.3309, -0.1152], [1.3554, -3.6405, -0.1233], [0.4487, -4.6879, -0.1207], [-0.9061, -4.4029, -0.1101], [-1.3169, -3.0788, -0.0894], [-0.4533, -2.0621, -0.0895], [3.7072, -0.3206, -0.3522], [3.4352, -1.7162, -1.4080], [3.6721, -1.9663, 0.3211], [3.2903, 2.8978, -0.7773], [4.1054, 5.2245, -0.8916], [2.5196, 7.0967, -0.6377], [0.1156, 6.6696, -0.2755], [-0.7145, 4.3397, -0.1587], [2.4183, -3.8333, -0.1407], [0.7983, -5.7111, -0.1359], [-1.6487, -5.1879, -0.1336], [-2.3674, -2.8183, -0.0941], [-3.4097, 1.6596, 3.3156], [-2.6894, -0.0339, 3.9248], [-3.5660, -1.5319, 3.0526], [-2.3153, -0.2363, 5.8190], [-0.1966, 0.0312, 2.8209], [0.7913, -1.5882, 3.2257], [2.1762, -1.5156, 3.4002], [2.9305, -2.6735, 3.5448], [2.3079, -3.9149, 3.5429], [0.9270, -3.9965, 3.3972], [0.1783, -2.8426, 3.2292], [0.6458, 1.6922, 3.3663], [0.0524, 2.5812, 4.2610], [0.6661, 3.7846, 4.5738], [1.8825, 4.1183, 3.9930], [2.4862, 3.2415, 3.1038], [1.8727, 2.0361, 2.7923], [-4.4857, 1.6286, 3.5089], [-3.2674, 1.7828, 2.2423], [-2.9898, 2.5161, 3.8363], [-4.5125, -1.6985, 3.5741], [-2.9999, -2.4593, 3.0955], [-3.7930, -1.2831, 2.0160], [-3.2817, -0.2869, 6.3290], [-1.7587, 0.6107, 6.2142], [-1.7690, -1.1552, 6.0229], [2.6744, -0.5550, 3.4606], [4.0006, -2.6034, 3.6932], [2.8925, -4.8149, 3.6824], [0.4345, -4.9604, 3.4268], [-0.8962, -2.9292, 3.1152], [-0.8889, 2.3392, 4.7390], [0.1974, 4.4601, 5.2770], [2.3616, 5.0558, 4.2410], [3.4386, 3.4920, 2.6547], [2.3691, 1.3709, 2.0934]],
  "forces_ev_per_a": [[-0.14, 0.12, 0.14], [0.01, -0.01, 0.01], [0.01, 0.05, -0.01], [0.07, -0.12, -0.05], [0.01, 0.02, -0.02], [0.04, 0.01, -0.01], [-0.02, -0.02, -0.06], [-0.02, 0.02, 0.01], [0.01, 0.01, 0.00], [-0.01, 0.01, 0.00], [0.01, -0.01, 0.00], [0.00, -0.01, 0.00], [0.00, 0.02, 0.01], [-0.07, -0.06, 0.00], [0.01, 0.03, -0.02], [0.00, -0.02, 0.01], [0.01, -0.04, -0.01], [0.00, 0.05, -0.04], [0.09, -0.07, -0.07], [-0.01, 0.00, 0.00], [0.00, 0.00, 0.01], [0.02, 0.01, 0.00], [-0.01, -0.01, 0.00], [0.00, 0.00, 0.00], [0.00, 0.00, 0.00], [0.00, 0.00, 0.00], [0.00, 0.00, 0.00], [0.00, 0.00, 0.01], [-0.01, 0.00, 0.00], [0.00, 0.00, 0.00], [0.00, 0.00, 0.02], [-0.04, 0.02, 0.01], [0.06, 0.00, 0.07], [0.00, -0.01, -0.01], [-0.02, -0.03, 0.01], [-0.09, -0.05, -0.05], [0.04, 0.05, 0.08], [0.02, 0.02, 0.09], [-0.01, -0.03, 0.01], [-0.03, 0.03, 0.00], [0.03, -0.01, 0.00], [-0.04, -0.03, -0.05], [0.02, 0.01, 0.01], [-0.03, -0.02, 0.04], [0.03, 0.01, -0.01], [-0.02, -0.02, 0.00], [-0.01, 0.01, 0.02], [0.01, -0.01, -0.04], [0.00, 0.01, 0.00], [0.02, -0.01, -0.01], [0.02, -0.02, 0.00], [0.00, 0.01, 0.00], [0.02, 0.01, 0.04], [0.01, 0.00, 0.00], [0.01, 0.00, 0.00], [0.00, 0.01, -0.02], [0.00, -0.01, -0.03], [-0.01, 0.02, -0.03], [-0.01, 0.00, -0.01], [0.00, 0.01, 0.00], [0.01, 0.00, 0.00], [0.00, 0.02, -0.02], [0.01, 0.00, -0.02], [0.00, 0.00, 0.00], [0.00, 0.00, 0.00], [0.00, 0.00, 0.00], [0.00, -0.02, 0.02]],
  "mulliken_spin": [2.528, 0.005, 0.035, 0.095, 0.485, 0.017, 0.106, 0.024, 0.042, -0.022, 0.053, -0.004, 0.023, 0.211, 0.090, 0.014, 0.070, 0.039, 0.117, 0.006, 0.016, 0.011, 0.001, 0.000, 0.002, 0.000, -0.002, 0.007, 0.002, 0.001, 0.006, 0.023, 0.312, 0.042, 0.041, 0.445, 0.025, 0.004, -0.009, 0.021, -0.002, 0.045, 0.077, -0.007, -0.001, 0.005, 0.011, 0.008, 0.014, -0.002, -0.004, 0.009, 0.003, -0.007, 0.021, 0.001, 0.001, 0.004, 0.000, 0.000, 0.000, -0.026, -0.018, 0.000, 0.000, -0.001, -0.014],
  "total_charge": 2,
  "spin_multiplicity": 6,
  "orbital_gap_ev": [6.0, 5.6],
  "e_lumo_ev": [-6.7, -8.8],
  "s_squared": 8.79,
  "e_homo_ev": [-12.62, -14.39],
  "relative_energy_kj_mol": 34.2
}

***

No. 2
{
  "formula": "C29H31N3O6",
  "method": "wB97M-V/def2-TZVPD",
  "species": ["C", "H", "O", "C", "C", "C", "C", "C", "C", "C", "C", "O", "C", "C", "O", "C", "C", "N", "C", "H", "H", "C", "C", "O", "C", "C", "H", "H", "H", "C", "H", "H", "H", "H", "H", "H", "H", "H", "H", "C", "H", "H", "H", "O", "C", "O", "C", "N", "C", "C", "C", "C", "C", "C", "N", "C", "H", "H", "H", "H", "H", "H", "H", "H", "H", "H", "H", "H", "H"],
  "positions_angstrom": [[-0.5726, 1.9978, 9.0770], [0.5109, 2.0764, 9.2326], [-0.8694, 1.3386, 7.8745], [-0.3580, 1.9995, 6.7396], [-0.7868, 1.2601, 5.5158], [0.0074, 0.9998, 4.4816], [-0.4464, 0.3320, 3.2634], [-1.6801, 0.5818, 2.7449], [-2.1362, 0.0042, 1.5193], [-3.2935, 0.3863, 0.8994], [-3.6621, -0.0679, -0.3991], [-4.5657, 0.4112, -1.0670], [-2.8682, -1.2548, -0.9950], [-1.5581, -1.6426, -0.3026], [-0.8459, -2.4950, -0.7978], [-1.2416, -0.9649, 0.9471], [-0.0194, -1.1791, 1.5129], [0.4049, -0.5472, 2.6219], [1.7837, -0.7257, 3.0217], [1.8616, -0.6732, 4.1093], [2.1083, -1.7146, 2.6939], [2.7006, 0.3123, 2.3594], [2.6553, 0.2174, 0.8329], [2.9692, -1.1020, 0.4590], [3.2517, -1.2931, -0.9227], [3.8443, -2.6938, -1.0426], [4.1684, -2.8758, -2.0628], [3.0929, -3.4308, -0.7729], [4.6942, -2.8000, -0.3731], [2.0183, -1.1472, -1.8120], [1.5925, -0.1486, -1.7585], [1.2519, -1.8598, -1.5159], [2.2924, -1.3420, -2.8453], [4.0075, -0.5464, -1.2259], [1.6611, 0.5060, 0.4618], [3.3891, 0.9177, 0.4045], [2.4165, 1.3249, 2.6497], [3.7195, 0.1218, 2.6982], [0.6693, -1.8712, 1.0496], [-3.7894, -2.4750, -1.0331], [-3.2704, -3.3040, -1.5085], [-4.0711, -2.7522, -0.0199], [-4.6810, -2.2236, -1.6020], [-2.5453, -0.9319, -2.3630], [-1.5521, -0.0672, -2.4982], [-0.9306, 0.4008, -1.5718], [-1.2923, 0.2504, -3.9307], [-0.0845, 0.6488, -4.2473], [0.1548, 0.9348, -5.5405], [1.4375, 1.3648, -5.9378], [1.6796, 1.6438, -7.2536], [0.6657, 1.5051, -8.2187], [-0.5888, 1.0910, -7.8654], [-0.8732, 0.7989, -6.5174], [-2.1127, 0.3978, -6.1596], [-2.3207, 0.1342, -4.9013], [-3.3156, -0.1745, -4.6141], [-1.3807, 0.9804, -8.5895], [0.8897, 1.7320, -9.2506], [2.6591, 1.9748, -7.5661], [2.1979, 1.4633, -5.1791], [-3.9167, 1.1519, 1.3365], [-2.3202, 1.2933, 3.2413], [1.0391, 1.3208, 4.5161], [-1.8118, 0.9212, 5.5345], [0.7401, 2.0721, 6.7962], [-0.7594, 3.0291, 6.6968], [-1.0041, 3.0067, 9.0964], [-1.0105, 1.4004, 9.8735]],
  "forces_ev_per_a": [[0.05, 0.10, 0.10], [-0.04, 0.00, 0.02], [-0.08, -0.22, -0.33], [0.08, 0.30, 0.03], [0.27, -0.11, 0.12], [0.02, 0.12, 0.34], [-0.73, 0.18, -0.30], [0.32, -0.02, 0.21], [-0.15, -0.16, -0.46], [-0.02, 0.13, 0.41], [0.18, 0.05, -0.15], [0.07, -0.16, -0.03], [-0.30, -0.16, -0.10], [0.17, -0.26, -0.10], [-0.23, 0.06, 0.08], [0.48, 0.02, 0.65], [-0.62, -0.22, -0.49], [-0.26, -0.06, 0.06], [0.76, 0.17, 0.09], [-0.03, -0.10, -0.12], [-0.12, 0.05, 0.13], [-0.12, -0.32, -0.30], [0.04, 0.25, 0.11], [-0.02, -0.08, 0.24], [0.10, -0.27, -0.51], [-0.05, 0.46, 0.16], [0.03, -0.06, -0.12], [-0.10, -0.12, 0.01], [0.10, -0.04, 0.03], [0.25, 0.14, 0.40], [-0.06, 0.09, -0.07], [-0.06, -0.09, 0.02], [0.03, 0.01, -0.15], [-0.09, -0.10, 0.10], [0.09, 0.03, -0.02], [-0.12, -0.05, 0.02], [0.02, 0.05, 0.06], [0.05, 0.06, 0.04], [0.10, 0.00, 0.01], [0.23, 0.24, -0.20], [0.06, -0.04, 0.03], [-0.04, -0.03, 0.08], [-0.07, 0.05, 0.03], [-0.31, -0.37, -0.06], [0.46, 0.43, 0.37], [-0.25, -0.03, -0.36], [0.33, 0.19, -0.51], [-0.25, -0.11, 0.60], [-0.42, -0.08, -0.52], [0.10, 0.06, -0.21], [0.16, 0.00, 0.31], [-0.32, -0.08, -0.11], [0.19, 0.08, -0.13], [0.46, 0.06, 0.42], [-0.31, -0.02, -0.14], [0.02, -0.06, -0.01], [-0.05, -0.04, 0.10], [-0.08, -0.01, -0.07], [-0.01, 0.01, -0.08], [0.08, 0.02, 0.01], [0.09, 0.01, 0.08], [-0.07, 0.08, 0.06], [0.03, 0.11, 0.06], [0.14, 0.03, 0.08], [-0.18, -0.10, -0.09], [-0.12, 0.02, -0.05], [0.09, -0.11, 0.04], [0.01, -0.03, 0.02], [0.04, 0.07, 0.05]],
  "mulliken_charge": [-0.703, 0.278, -0.309, -0.581, -0.625, -0.808, 1.015, -1.539, 1.262, -1.072, 0.074, -0.706, 1.796, -0.067, -0.734, 0.536, -0.651, 0.259, -1.504, 0.523, 0.538, -0.523, -0.552, -0.332, 0.521, -1.606, 0.409, 0.320, 0.401, -1.058, 0.271, 0.083, 0.526, 0.363, 0.183, 0.579, 0.363, 0.457, 0.692, -2.015, 0.428, 0.383, 0.475, -0.464, 1.003, -0.585, -0.113, -0.287, 0.399, -0.649, -0.440, -0.449, -0.438, 0.304, -0.626, -0.291, 0.556, 0.449, 0.381, 0.393, 0.475, 0.448, 0.595, 0.232, 0.488, 0.377, 0.344, 0.297, 0.251],
  "orbital_gap_ev": 7.1,
  "e_lumo_ev": -0.4,
  "e_homo_ev": -7.52,
  "relative_energy_kj_mol": 226.6
}

***

No. 3
{
  "formula": "C29H32AsN3O3SZr",
  "method": "wB97M-V/def2-TZVPD",
  "species": ["Zr", "C", "C", "C", "C", "C", "C", "C", "H", "H", "H", "H", "H", "H", "H", "H", "S", "C", "C", "C", "C", "C", "C", "As", "C", "C", "C", "C", "C", "C", "C", "C", "C", "C", "C", "C", "H", "H", "H", "H", "H", "H", "H", "H", "H", "H", "H", "H", "H", "H", "N", "C", "C", "O", "O", "H", "H", "H", "H", "C", "N", "C", "N", "O", "H", "H", "H", "H", "H", "H"],
  "positions_angstrom": [[-0.7920, -1.4777, -0.0363], [-2.4327, -3.1027, 3.0548], [-1.2121, -3.1688, 2.1928], [-0.0825, -2.3734, 2.4528], [1.0725, -2.4730, 1.6766], [1.1229, -3.3763, 0.6088], [-0.0014, -4.1415, 0.3079], [-1.1552, -4.0328, 1.0932], [-3.3380, -3.1220, 2.4494], [-2.4405, -2.2040, 3.6671], [-2.4480, -3.9726, 3.7154], [-0.1148, -1.6611, 3.2693], [1.9219, -1.8382, 1.8984], [2.0122, -3.4482, -0.0006], [0.0145, -4.8225, -0.5335], [-2.0308, -4.6161, 0.8404], [-2.6769, -0.3211, 1.0775], [-2.2538, 1.1187, 2.0438], [-3.2094, 1.6041, 2.9308], [-2.9274, 2.7294, 3.6908], [-1.7044, 3.3797, 3.5749], [-0.7533, 2.9023, 2.6877], [-1.0318, 1.7700, 1.9306], [0.1288, 1.0306, 0.6208], [1.9076, 1.1016, 1.3642], [3.0225, 1.2921, 0.5504], [4.2964, 1.2362, 1.0986], [4.4614, 0.9849, 2.4560], [3.3516, 0.8022, 3.2685], [2.0748, 0.8592, 2.7245], [0.1190, 2.2067, -0.8983], [0.8258, 3.4067, -0.8712], [0.7504, 4.2735, -1.9502], [-0.0344, 3.9517, -3.0514], [-0.7527, 2.7648, -3.0717], [-0.6787, 1.8928, -1.9941], [-4.1663, 1.1073, 3.0218], [-3.6731, 3.1027, 4.3800], [-1.4953, 4.2577, 4.1703], [0.2003, 3.4078, 2.5917], [2.8991, 1.5123, -0.5030], [5.1638, 1.4078, 0.4743], [5.4545, 0.9501, 2.8830], [3.4796, 0.6286, 4.3287], [1.2088, 0.7445, 3.3682], [1.4300, 3.6760, -0.0133], [1.2966, 5.2069, -1.9279], [-0.0955, 4.6358, -3.8871], [-1.3814, 2.5210, -3.9179], [-1.2670, 0.9815, -2.0192], [-3.7635, -0.9596, -3.6220], [-3.6408, -2.2067, -2.8942], [-2.5977, -2.0832, -1.8215], [-1.4573, -1.5225, -2.0531], [-2.7455, -2.5090, -0.6477], [-4.4563, -0.3536, -3.2012], [-4.0442, -1.1231, -4.5790], [-3.2747, -2.9857, -3.5703], [-4.5486, -2.5847, -2.4187], [3.6968, -0.3782, -3.4691], [2.9080, -0.6851, -2.2832], [1.5911, -0.8690, -2.2824], [0.9067, -0.8068, -3.4211], [1.0109, -1.1248, -1.1705], [4.7435, -0.3397, -3.1844], [3.4186, 0.5883, -3.8927], [3.5840, -1.1607, -4.2199], [3.3390, -0.6610, -1.3728], [1.3549, -0.5654, -4.2878], [-0.0904, -0.9643, -3.3969]],
  "forces_ev_per_a": [[-0.11, -0.67, -0.22], [0.01, -0.04, 0.00], [0.04, 0.12, 0.02], [-0.05, 0.06, 0.05], [0.03, 0.06, -0.07], [-0.03, 0.07, 0.00], [0.01, 0.09, 0.00], [0.02, 0.04, -0.04], [0.00, 0.00, 0.00], [0.01, 0.00, 0.00], [-0.01, 0.00, 0.01], [-0.01, -0.02, 0.01], [0.01, -0.02, 0.00], [0.00, -0.01, 0.01], [-0.01, 0.00, 0.01], [0.01, 0.00, -0.01], [0.23, 0.11, -0.10], [-0.13, -0.07, 0.04], [0.02, 0.02, 0.00], [0.00, 0.01, 0.01], [-0.02, 0.00, 0.00], [-0.02, -0.02, 0.02], [0.00, 0.09, 0.01], [0.21, 0.07, 0.16], [-0.02, 0.00, -0.06], [-0.03, -0.03, 0.01], [0.02, -0.01, 0.07], [0.00, 0.01, -0.04], [-0.01, -0.01, 0.00], [-0.03, 0.03, 0.04], [-0.01, 0.08, -0.03], [0.03, 0.01, 0.02], [-0.02, 0.00, -0.03], [0.00, -0.01, 0.03], [0.02, 0.03, 0.02], [-0.04, -0.06, -0.04], [0.00, 0.00, 0.00], [0.01, 0.01, 0.00], [-0.01, 0.00, 0.01], [0.01, -0.01, -0.01], [-0.02, 0.04, -0.01], [-0.01, 0.00, -0.01], [0.00, 0.00, -0.01], [-0.01, 0.00, 0.00], [0.02, 0.00, 0.01], [0.02, -0.02, 0.01], [0.00, 0.00, 0.00], [0.00, 0.00, 0.00], [0.00, 0.00, 0.00], [0.01, 0.01, 0.02], [-0.01, 0.03, -0.04], [0.02, -0.06, 0.07], [0.14, -0.11, 0.25], [-0.03, 0.20, -0.25], [-0.06, 0.02, -0.06], [0.02, 0.00, 0.00], [0.00, 0.01, 0.01], [-0.03, -0.02, 0.03], [-0.04, 0.03, -0.04], [0.01, -0.01, 0.02], [0.02, 0.04, 0.01], [-0.12, 0.00, 0.01], [0.08, -0.03, 0.02], [-0.09, -0.02, 0.11], [0.00, 0.00, 0.00], [0.00, 0.00, 0.00], [0.00, 0.00, 0.00], [0.02, -0.03, -0.02], [-0.03, 0.01, 0.00], [-0.03, 0.01, 0.01]],
  "mulliken_charge": [0.385, -1.709, 1.220, -0.305, -0.187, -0.439, -0.272, -0.727, 0.366, 0.332, 0.412, 0.412, 0.308, 0.414, 0.481, 0.404, -0.387, 0.691, -0.923, -0.688, -0.811, -0.213, -0.037, 1.656, 0.532, -1.005, -0.896, -0.636, -0.709, -0.677, 0.540, -0.292, -0.782, -0.581, -0.883, -0.385, 0.523, 0.419, 0.450, 0.439, 0.941, 0.472, 0.439, 0.465, 0.460, 0.430, 0.450, 0.435, 0.485, 0.443, -0.467, -0.913, 0.841, -0.177, -0.389, 0.220, 0.252, 0.359, 0.379, -1.130, -0.131, -0.108, -0.093, 0.178, 0.360, 0.370, 0.356, 0.294, 0.188, 0.152],
  "total_charge": 2,
  "orbital_gap_ev": 7.2,
  "e_lumo_ev": -6.3,
  "e_homo_ev": -13.50,
  "relative_energy_kj_mol": 40.6
}

***

What is the formula in the second record? C29H31N3O6